ORCA calculation (ωB97M-V/def2-TZVPD) on a molecular structure, C3H10NS2 at a distorted geometry.

Output
HOMO: -13.39 eV
Orbital gap: 7.63 eV
Maximum force: 3.33 eV/Å
Energy: -971.0190 hartree
Relative energy (zero: lowest compared OMol25 entry of this formula, charge and spin): 461.0 kJ/mol

The geometry in ORCA input format:
```
! wB97M-V def2-TZVPD RIJCOSX def2/J DEFGRID3
* xyz 1 1
N 0.071 -0.855 2.832
C 1.092 -0.463 1.885
C 0.927 0.750 0.997
S 0.880 0.510 -0.824
S -0.862 -0.350 -1.401
C -1.446 0.338 -3.428
H -0.199 -0.081 3.439
H -0.929 -0.775 2.506
H 0.214 -1.160 -1.062
H 2.065 -0.459 2.382
H 1.070 -1.280 1.119
H 1.722 1.437 1.073
H -0.010 1.255 1.268
H -2.421 0.707 -3.212
H -0.601 1.007 -3.522
H -1.573 -0.583 -4.052
*
```